An isolated molecule of C3H5BrO in a non-equilibrium geometry. Source: the Open Molecules 2025 dataset; level of theory: ωB97M-V with the def2-TZVPD basis set.

Positions of all 10 atoms, in Å:
1 C -1.1453 0.3804 0.9749
2 C -0.5605 -0.0983 -0.1120
3 C 0.8463 -0.4857 -0.2826
4 O 1.3175 0.1306 -1.6193
5 Br 2.0811 0.0567 1.1644
6 H -2.2285 0.5031 1.0011
7 H -0.8462 0.7385 1.8748
8 H -1.1976 -0.5819 -0.7857
9 H 0.8680 -1.5724 -0.4775
10 H 0.8652 0.9289 -1.7380

As for the LUMO energy: 0.74 eV. The spin multiplicity is 1. The SMILES is C=C[C@@H](O)Br.

A structure of composition C31H50IrO3P2S in a non-equilibrium geometry. Source: the Open Molecules 2025 dataset; level of theory: ωB97M-V with the def2-TZVPD basis set.

Positions of all 88 atoms, in Å:
1 Ir 0.9382 0.7718 1.0039
2 C 1.3638 0.7190 3.3158
3 C 2.4543 1.2457 2.5284
4 C 0.5711 2.6009 2.2047
5 C 0.2340 1.5748 3.1538
6 C 1.9703 2.4445 1.8585
7 C 1.3868 -0.4967 4.1815
8 H 2.2519 -1.1397 3.9800
9 H 0.4687 -1.0800 4.0216
10 H 1.4078 -0.2040 5.2421
11 C -1.0510 1.4549 3.8878
12 H -1.0738 0.5008 4.4155
13 H -1.9079 1.4596 3.2071
14 H -1.1705 2.2718 4.6157
15 C -0.3313 3.7090 1.7732
16 H -0.3771 4.5020 2.5330
17 H -1.3426 3.3145 1.6246
18 H 0.0214 4.1355 0.8304
19 C 2.7976 3.4075 1.0767
20 H 3.2350 4.1617 1.7452
21 H 2.1808 3.9192 0.3332
22 H 3.6084 2.8783 0.5692
23 C 3.8474 0.7015 2.4890
24 H 4.4786 1.1549 3.2678
25 H 4.3097 0.8971 1.5159
26 H 3.8223 -0.3806 2.6606
27 C -0.3092 -0.7889 0.4510
28 C 0.8520 -1.4100 1.0003
29 C 2.0006 -1.9415 0.1975
30 C 2.4903 -0.9969 -0.9271
31 C 2.1639 0.4610 -0.6954
32 C 0.9217 1.1095 -1.0286
33 C -0.1826 0.3887 -1.7742
34 C -0.6396 -0.8610 -1.0277
35 H 1.7553 -2.9378 -0.2053
36 H 2.1412 -1.3368 -1.9118
37 H 2.8531 -2.1103 0.8776
38 H -0.2059 -1.7683 -1.4682
39 H -1.1730 -0.8583 1.1340
40 H 0.6678 -1.8874 1.9680
41 H -1.7296 -0.9476 -1.1085
42 H -1.0245 1.0835 -1.8452
43 H 1.0463 2.1682 -1.2808
44 H 0.1124 0.1706 -2.8122
45 H 3.5881 -1.0666 -0.9768
46 H 3.0342 1.1303 -0.7449
47 P -0.5505 -0.0301 -5.8289
48 P -0.3122 2.6158 -7.2161
49 C -0.6360 -0.1197 -7.7081
50 C -0.9941 1.2392 -8.3021
51 H -1.3956 -0.8684 -7.9761
52 H 0.3386 -0.4790 -8.0760
53 H -0.5754 1.3519 -9.3138
54 H -2.0844 1.3811 -8.3723
55 C -1.1127 3.9610 -8.1932
56 H -0.7017 4.9230 -7.8655
57 H -2.1949 3.9467 -8.0120
58 H -0.9213 3.8316 -9.2675
59 C 1.3107 2.6835 -8.1029
60 H 1.1449 2.6588 -9.1898
61 H 1.9408 1.8369 -7.8033
62 H 1.8030 3.6261 -7.8324
63 C -2.0713 -1.0364 -5.5653
64 H -2.1789 -1.2817 -4.5017
65 H -2.0160 -1.9562 -6.1621
66 H -2.9401 -0.4482 -5.8897
67 C 0.7532 -1.3155 -5.6328
68 H 1.7098 -0.8924 -5.9671
69 H 0.5165 -2.2020 -6.2362
70 H 0.8392 -1.5941 -4.5740
71 C -2.4156 -3.3767 9.4803
72 C -2.3977 -3.1698 7.9969
73 C -3.0401 -4.0667 7.1264
74 C -3.0021 -3.8676 5.7464
75 C -2.3315 -2.7657 5.2192
76 C -1.6666 -1.8687 6.0711
77 C -1.7216 -2.0641 7.4502
78 S -2.2584 -2.6568 3.4183
79 O -1.1475 -3.5492 3.0788
80 O -3.5876 -3.1096 3.0368
81 O -1.9615 -1.2362 3.1530
82 H -3.4335 -3.3476 9.8804
83 H -1.9857 -4.3456 9.7539
84 H -1.8340 -2.5995 9.9800
85 H -3.5683 -4.9426 7.5029
86 H -3.4742 -4.5832 5.0680
87 H -1.0901 -1.0437 5.6618
88 H -1.2114 -1.3634 8.1077

As for the LUMO energy (alpha / beta): -2.81 / -7.26 eV. The spin multiplicity is 5. As for the total charge: +1. Its expectation value of S² is 6.05.

E_tot / Eh: -2766.5007 -2621.6766
Relative energy (zero: lowest compared OMol25 entry of this formula, charge and spin) / eV: 0.961 0.196